Entry from the Open Molecules 2025 dataset: the molecule C5H11NO (the ωB97M-V functional and the def2-TZVPD basis).

Geometry (Å):
C: 1.16253 -0.30145 -1.90536
C: 1.35310 -0.62085 -0.45870
C: 0.78846 0.02356 1.73454
N: 0.44769 -0.43528 0.49200
C: -0.99418 -0.58550 0.23117
C: -1.68385 0.77178 0.07566
O: -1.69485 1.50621 1.26671
H: 0.16431 -0.53311 -2.28983
H: 1.89645 -0.84493 -2.50817
H: 1.33733 0.77296 -2.07816
H: 2.36710 -0.70995 -0.08118
H: 1.81665 0.35984 1.82022
H: 0.30730 -0.44237 2.58890
H: -1.13394 -1.21520 -0.65142
H: -1.42077 -1.10083 1.09820
H: -1.20084 1.32347 -0.74927
H: -2.72722 0.59652 -0.21239
H: -0.78527 1.43513 1.62709

Values from the calculation:
frontier orbital gap (alpha / beta)	7.694 / 7.694	eV
energy	-8898.3391	eV
HOMO energy (alpha / beta)	-6.98 / -6.98	eV
max |F|	0.405	eV/Å
net charge	0

Mulliken atomic charge list, values in e, 8 entries:
1. C -1.073
2. C -0.001
3. C -0.861
4. N 0.127
5. C -0.849
6. C -0.255
7. O -0.522
8. H 0.299


Entry from the Open Molecules 2025 dataset: a 2-piece molecular cluster, C6H7I overall (the ωB97M-V functional and the def2-TZVPD basis).

Geometry (Å):
C: -1.55540 -2.15088 -0.32726
C: -0.57631 -1.58262 0.09440
C: 0.64504 -0.84834 0.39825
C: 0.58697 0.63576 -0.07599
H: -2.54629 -2.46756 -0.44615
H: 0.63750 -1.03753 1.53090
H: 1.47758 -1.24469 -0.00272
H: 0.38630 0.56431 -1.09399
H: 1.43742 1.21427 0.01291
H: -0.25185 1.03745 0.54348
C: -2.98521 1.80155 -0.44589
C: -3.78644 1.00283 0.01455
I: -5.18432 -0.48608 0.48285
H: -2.26893 2.57290 -0.44268

Values from the calculation:
frontier orbital gap	9.687	eV
SMILES string	C#CCC.C#CI
energy	-14430.8740	eV
HOMO energy	-9.68	eV
max |F|	4.228	eV/Å
net charge	0

Mulliken atomic charge list, values in e, 8 entries:
1. C -0.145
2. C -0.164
3. C -0.588
4. C -0.997
5. H 0.384
6. H 0.229
7. H 0.364
8. H 0.333


Entry from the Open Molecules 2025 dataset: the molecule C25H40O9 (the ωB97M-V functional and the def2-TZVPD basis).

Geometry (Å):
C: 1.35684 4.56151 -0.06469
C: 2.36944 3.63815 -0.74060
C: 1.75662 2.29879 -1.07002
O: 1.68681 1.82101 -2.17808
O: 1.34459 1.68228 0.03059
C: 0.76779 0.38990 -0.10942
C: -0.69490 0.45209 -0.60532
O: -0.97420 1.75847 -1.10430
C: -1.99316 2.42877 -0.55432
C: -2.14743 3.78197 -1.19339
O: -2.69504 1.99650 0.32048
C: -0.91298 -0.57287 -1.72818
O: -0.31565 -0.06028 -2.91293
C: -0.25921 -1.99485 -1.51856
C: -1.27977 -2.96920 -2.15159
C: -2.29237 -2.11846 -2.92688
O: -1.89260 -1.86358 -4.24357
C: -2.41448 -0.84766 -2.05645
C: -3.24028 -1.16161 -0.80738
C: -3.09176 0.28151 -2.83478
C: 0.32163 -2.56047 -0.15363
C: 1.79811 -2.90727 -0.40940
O: -0.33811 -3.77551 0.18176
C: 0.10152 -1.69840 1.12586
C: 0.39137 -2.51172 2.39895
C: 0.13774 -1.69728 3.66711
C: 0.73113 -0.29159 3.60048
C: 0.12472 0.43378 2.38916
O: 0.34097 1.81107 2.40966
C: 0.83117 -0.34057 1.23255
C: 2.28479 -0.44756 1.74347
C: 2.23870 -0.24882 3.27211
C: 3.09662 -1.23603 4.06052
O: 2.74386 1.06831 3.50873
H: 1.85348 5.46205 0.28789
H: 0.89557 4.05756 0.78107
H: 0.58182 4.84916 -0.76979
H: 2.74874 4.08033 -1.66219
H: 3.20515 3.45814 -0.06096
H: 1.37021 -0.14562 -0.85429
H: -1.37693 0.28664 0.22837
H: -1.47970 3.87411 -2.04398
H: -3.17993 3.91164 -1.50912
H: -1.92533 4.54620 -0.45172
H: 0.33752 0.63256 -2.70802
H: 0.60094 -1.95644 -2.19444
H: -1.81786 -3.52024 -1.38305
H: -0.79622 -3.68143 -2.82039
H: -3.25210 -2.63735 -3.01391
H: -1.15329 -1.23894 -4.19660
H: -4.20701 -1.55734 -1.11141
H: -2.75288 -1.89887 -0.17601
H: -3.42186 -0.26204 -0.22406
H: -2.41622 0.70420 -3.57243
H: -3.96066 -0.11725 -3.35315
H: -3.42354 1.06983 -2.16453
H: 1.86177 -3.59289 -1.25468
H: 2.22470 -3.41129 0.45439
H: 2.39181 -2.02974 -0.64291
H: -0.07765 -4.45041 -0.45474
H: -0.97394 -1.50384 1.13682
H: 1.41898 -2.86791 2.38697
H: -0.25358 -3.38900 2.40731
H: 0.53544 -2.23656 4.52847
H: -0.93893 -1.59229 3.81681
H: 0.51764 0.24719 4.52868
H: -0.96184 0.32002 2.35739
H: 1.28995 1.95125 2.56016
H: 2.75378 -1.38959 1.48436
H: 2.88491 0.35908 1.32079
H: 2.95310 -1.08395 5.12956
H: 4.14420 -1.06041 3.82345
H: 2.85454 -2.26584 3.82460
H: 2.73929 1.23756 4.45754

Values from the calculation:
frontier orbital gap	9.896	eV
SMILES string	CCC(=O)O[C@@H]1[C@@H](OC(C)=O)[C@@]2(O)[C@H](C[C@H](O)C2(C)C)[C@](C)(O)[C@H]2CC[C@@H]3[C@@H](O)[C@]12C[C@@]3(C)O
energy	-45003.3599	eV
HOMO energy	-9.38	eV
max |F|	0.735	eV/Å
net charge	0

Mulliken atomic charge list, values in e, 8 entries:
1. C -0.965
2. C -0.666
3. C 0.624
4. O -0.646
5. O 0.254
6. C -0.692
7. C -0.819
8. O -0.379


Entry from the Open Molecules 2025 dataset: C21H24MnN5O as an isolated structure (the ωB97M-V functional and the def2-TZVPD basis).

Geometry (Å):
Mn: -0.11195 0.12473 0.16470
C: 0.50015 0.04662 -2.73301
N: 0.68455 -0.79392 -1.53425
C: -0.11242 -2.02665 -1.55088
C: -1.56749 -1.82196 -1.20952
C: -2.45341 -2.84918 -1.50132
C: -3.77031 -2.69617 -1.10511
C: -4.13069 -1.53954 -0.41727
C: -3.15884 -0.60732 -0.11093
N: -1.88132 -0.75193 -0.48504
C: 2.10056 -1.05009 -1.21252
C: 2.69733 0.10949 -0.46776
C: 4.03238 0.45379 -0.58533
C: 4.52447 1.50614 0.17131
C: 3.65386 2.18382 1.00851
C: 2.33142 1.78186 1.06172
N: 1.85301 0.76117 0.34702
C: -0.21094 1.35477 -2.45619
C: -0.52377 2.22583 -3.48785
C: -1.15711 3.41935 -3.18944
C: -1.46009 3.70311 -1.86607
C: -1.12411 2.77855 -0.89686
N: -0.51041 1.62484 -1.18346
H: 1.47715 0.26832 -3.16952
H: -0.05691 -0.50979 -3.49183
H: -0.05812 -2.54839 -2.51443
H: 0.29919 -2.68876 -0.78817
H: -2.11817 -3.73119 -2.02984
H: -4.50525 -3.46008 -1.31976
H: -5.14962 -1.37528 -0.09726
H: -3.38057 0.27963 0.46900
H: 2.13929 -1.92258 -0.55947
H: 2.69152 -1.27518 -2.10701
H: 4.67518 -0.09559 -1.26030
H: 5.56452 1.79432 0.10194
H: 3.98637 3.01580 1.61242
H: 1.61652 2.28544 1.69894
H: -0.27200 1.96903 -4.50882
H: -1.41124 4.11641 -3.97634
H: -1.95375 4.62291 -1.58732
H: -1.34502 2.94024 0.14971
N: 0.14960 -2.30823 3.46705
C: -0.15850 -1.42083 2.51626
O: 0.41624 -1.45523 1.41222
C: -1.22020 -0.39063 2.77792
C: -0.94302 0.85919 1.92864
H: 0.85586 -3.00348 3.29251
H: -0.28230 -2.26651 4.37232
H: -1.32807 -0.22533 3.85569
H: -2.15310 -0.86884 2.45328
H: -0.23547 1.48876 2.48673
H: -1.86856 1.44715 1.87765

Values from the calculation:
frontier orbital gap (alpha / beta)	8.050 / 7.276	eV
energy	-62980.7061	eV
2S+1	2
HOMO energy (alpha / beta)	-10.13 / -9.38	eV
max |F|	1.014	eV/Å
net charge	+1
<S²>	0.7673

Mulliken atomic charge list, values in e, 8 entries:
1. Mn 0.515
2. C -1.265
3. N 0.631
4. C -1.442
5. C 1.042
6. C -1.181
7. C -0.378
8. C -0.942


Entry from the Open Molecules 2025 dataset: the molecule C4H6N2S (the ωB97M-V functional and the def2-TZVPD basis).

Geometry (Å):
S: -3.80125 -0.47893 -0.04299
C: -2.49851 0.45703 0.02317
N: -1.21234 -0.05369 -0.11054
C: -0.26564 0.80652 -0.20546
N: 1.11589 0.54776 -0.15535
C: 1.58552 -0.74710 -0.69929
C: 1.56263 -0.54987 0.77964
H: -2.54809 1.58614 0.31147
H: -0.49297 1.86670 -0.22584
H: 2.49099 -0.71383 -1.28821
H: 0.83743 -1.42676 -1.06439
H: 0.74358 -1.00893 1.31697
H: 2.48276 -0.28503 1.36083

Values from the calculation:
frontier orbital gap	8.162	eV
SMILES string	S=C/N=C/N1CC1
energy	-18058.0928	eV
HOMO energy	-8.80	eV
max |F|	1.874	eV/Å
net charge	0

Mulliken atomic charge list, values in e, 8 entries:
1. S -0.242
2. C -0.039
3. N -0.350
4. C 0.143
5. N -0.387
6. C -0.361
7. C -0.321
8. H 0.198


Entry from the Open Molecules 2025 dataset: C5H4LiO6Ru as an isolated structure (the ωB97M-V functional and the def2-TZVPD basis).

Geometry (Å):
O: 3.99422 5.70134 0.72165
C: 3.32332 4.77837 0.67117
O: 2.64655 3.82567 0.62786
O: 0.48406 0.81584 0.98290
Ru: 1.38606 2.34567 0.55311
O: -2.34035 -3.14186 -1.69574
C: -1.74289 -2.13183 -1.27253
O: -2.25137 -0.98897 -1.18058
O: -0.45376 -2.30921 -0.88441
C: 0.26717 -1.13839 -0.59377
C: -0.84434 -1.04845 1.48105
C: 0.22476 -0.38594 0.82056
Li: -3.88011 -1.91573 -1.86981
H: 0.18016 -0.39479 -1.39846
H: 1.32657 -1.42298 -0.69593
H: -0.91008 -2.13499 1.53230
H: -1.40995 -0.45375 2.20064

Values from the calculation:
frontier orbital gap (alpha / beta)	10.458 / 6.575	eV
energy	-20284.3281	eV
2S+1	7
HOMO energy (alpha / beta)	-21.78 / -22.64	eV
max |F|	6.577	eV/Å
net charge	+3
<S²>	12.0174

Mulliken atomic charge list, values in e, 8 entries:
1. O -0.079
2. C 0.633
3. O -0.399
4. O -0.641
5. Ru 1.535
6. O -0.324
7. C 1.055
8. O -0.564


Q: What is the max |F| in the fourth record?
A: 1.014 eV/Å


Repeat the fifth record exactly.
Entry from the Open Molecules 2025 dataset: the molecule C4H6N2S (the ωB97M-V functional and the def2-TZVPD basis).

Geometry (Å):
S: -3.80125 -0.47893 -0.04299
C: -2.49851 0.45703 0.02317
N: -1.21234 -0.05369 -0.11054
C: -0.26564 0.80652 -0.20546
N: 1.11589 0.54776 -0.15535
C: 1.58552 -0.74710 -0.69929
C: 1.56263 -0.54987 0.77964
H: -2.54809 1.58614 0.31147
H: -0.49297 1.86670 -0.22584
H: 2.49099 -0.71383 -1.28821
H: 0.83743 -1.42676 -1.06439
H: 0.74358 -1.00893 1.31697
H: 2.48276 -0.28503 1.36083

Values from the calculation:
frontier orbital gap	8.162	eV
SMILES string	S=C/N=C/N1CC1
energy	-18058.0928	eV
HOMO energy	-8.80	eV
max |F|	1.874	eV/Å
net charge	0

Mulliken atomic charge list, values in e, 8 entries:
1. S -0.242
2. C -0.039
3. N -0.350
4. C 0.143
5. N -0.387
6. C -0.361
7. C -0.321
8. H 0.198